Entry 1:
The following is a DFT calculation (wB97M-V/def2-TZVPD) of a structure of composition C7H6Cl2S.

Values from the calculation:
Charge ... 0
HOMO-LUMO gap ... 8.084 eV

CARTESIAN COORDINATES (ANGSTROEM)
C: 2.030815 1.119900 0.745717
C: 0.802678 0.582022 1.117595
C: 2.143649 1.191814 -0.572533
C: -0.051038 0.246790 0.126242
C: -2.073272 -0.729825 -1.154639
C: -1.248389 -0.525597 0.126422
C: -2.625591 0.564105 -0.741642
S: 0.887064 0.475280 -1.434815
Cl: -2.066760 2.145217 -0.907592
Cl: -4.259208 0.492342 -0.087619
H: 2.813769 1.466956 1.399360
H: 0.510249 0.546465 2.150915
H: 2.932940 1.653333 -1.086254
H: -1.661041 -0.879035 -2.087952
H: -2.801349 -1.542408 -1.001498
H: -1.657970 -1.172882 0.813942

Forces on the atoms, in the same order (eV/Å):
C 0.506 0.359 0.888
C -1.023 0.189 1.682
C 0.407 -0.211 -1.349
C 1.692 -1.217 -1.837
C -0.248 -0.096 1.363
C -2.316 2.168 -3.616
C 0.081 -1.834 2.540
S -1.495 -0.059 0.962
Cl 0.202 0.482 -0.714
Cl 0.208 0.071 -0.018
H -0.156 0.093 0.264
H -0.176 -0.274 0.311
H 0.956 0.382 -0.701
H 1.345 0.056 -2.027
H 0.217 0.575 -0.010
H -0.199 -0.683 2.262



Entry 2:
The following is a DFT calculation (wB97M-V/def2-TZVPD) of a structure of composition C40H35GeIrN4O5.

Values from the calculation:
Charge ... -1
HOMO-LUMO gap (alpha / beta) ... 6.235 / 5.269 eV
2S+1 ... 6

CARTESIAN COORDINATES (ANGSTROEM)
Ir: -0.707741 0.225930 0.257900
N: 1.091353 -2.340131 1.558588
C: -0.207314 -2.647122 2.159949
C: -1.473239 -2.501294 1.308018
O: -2.136486 -3.505872 1.048416
N: -1.870775 -1.241713 1.001838
C: -3.210031 -1.075722 0.453111
C: -3.118011 -0.765660 -1.024702
O: -4.003630 -1.049060 -1.808693
O: -2.022261 -0.142879 -1.345453
H: 1.245498 -2.928559 0.745387
H: 1.097638 -1.378877 1.224771
H: -0.327818 -2.017192 3.046157
H: -0.192840 -3.687365 2.482069
H: -3.662255 -0.185436 0.902951
H: -3.840104 -1.945448 0.617741
C: -0.408740 -1.988889 -2.529355
O: 0.343794 -1.220183 -1.568509
C: 1.692316 -1.120060 -1.710821
C: 2.466995 -2.244424 -1.975133
C: 3.829447 -2.153782 -2.204424
C: 4.440575 -0.903319 -2.187548
C: 3.692889 0.214412 -1.906225
C: 2.304700 0.164661 -1.607253
N: 1.789719 1.385526 -1.344647
N: 0.662841 1.609702 -0.624799
C: 0.490868 2.907883 -0.294759
C: -0.841150 3.198662 0.206672
O: -1.691477 2.264337 0.288782
C: -1.195897 4.528762 0.600810
C: -0.285661 5.523064 0.566346
C: 1.048533 5.276631 0.096529
C: 1.966221 6.339430 0.083162
C: 3.238208 6.184070 -0.408443
C: 3.629706 4.932379 -0.900871
C: 2.765165 3.867136 -0.862160
C: 1.446356 3.991659 -0.364379
H: 0.237081 -2.687885 -3.050636
H: -0.875840 -1.303929 -3.232234
H: -1.180469 -2.529325 -1.986481
H: 1.984490 -3.210311 -2.011949
H: 4.400170 -3.047525 -2.419165
H: 5.502195 -0.808078 -2.369083
H: 4.163229 1.185623 -1.867386
H: -2.210784 4.681103 0.943201
H: -0.544071 6.524115 0.890023
H: 1.642172 7.297643 0.471991
H: 3.931407 7.015511 -0.407392
H: 4.621362 4.796780 -1.313222
H: 3.084584 2.901607 -1.221136
C: 0.032490 0.672407 2.046919
Ge: 1.731125 0.808454 2.911649
C: 3.362320 0.657390 1.850500
C: 3.985803 1.826763 1.414821
C: 5.205834 1.781729 0.755371
C: 5.831098 0.563352 0.540554
C: 5.216271 -0.610812 0.955497
C: 3.983822 -0.565556 1.593277
C: 1.865512 2.559069 3.795996
C: 0.932789 3.567238 3.569007
C: 1.017329 4.783276 4.238116
C: 2.045074 5.005967 5.141570
C: 2.991418 4.013495 5.369583
C: 2.899676 2.801292 4.701220
C: 1.802413 -0.478853 4.408172
C: 0.633812 -0.705790 5.137811
C: 0.611018 -1.592958 6.204122
C: 1.765100 -2.275779 6.563140
C: 2.937231 -2.058237 5.855616
C: 2.953134 -1.167520 4.788290
H: -0.771860 0.935895 2.741774
H: 3.518779 2.787372 1.600096
H: 5.666790 2.700882 0.413504
H: 6.791883 0.526669 0.042395
H: 5.693960 -1.565903 0.774751
H: 3.493934 -1.486874 1.882247
H: 0.133285 3.403643 2.854296
H: 0.281666 5.555631 4.049329
H: 2.107974 5.947325 5.673471
H: 3.801881 4.186622 6.067083
H: 3.641315 2.031398 4.887701
H: -0.277536 -0.184082 4.867134
H: -0.310160 -1.763710 6.747125
H: 1.749962 -2.974391 7.390091
H: 3.842338 -2.585024 6.131841
H: 3.878323 -1.009664 4.249845

Forces on the atoms, in the same order (eV/Å):
Ir 0.584 -0.283 0.067
N -0.004 -0.057 -0.126
C 0.118 0.053 -0.086
C -0.073 -0.012 0.226
O 0.002 -0.050 0.040
N -0.384 0.307 0.101
C 0.062 -0.183 -0.042
C 0.083 0.211 -0.238
O -0.214 -0.121 -0.224
O 0.034 0.351 0.028
H -0.016 0.031 0.017
H -0.033 -0.109 -0.022
H 0.035 -0.026 -0.085
H -0.008 -0.004 0.026
H -0.046 -0.080 0.146
H 0.035 -0.008 0.035
C -0.021 0.029 0.128
O 0.183 -0.066 0.016
C 0.000 -0.017 -0.004
C -0.100 0.079 0.027
C 0.027 0.088 -0.062
C -0.082 0.008 -0.039
C -0.037 -0.100 -0.145
C 0.066 -0.287 -0.015
N -0.088 -0.104 0.029
N -0.249 -0.432 -0.333
C -0.117 0.209 0.102
C -0.010 0.171 0.088
O -0.239 -0.023 0.176
C 0.010 -0.130 -0.094
C 0.148 -0.063 -0.018
C -0.172 0.096 0.045
C 0.058 0.041 -0.018
C -0.026 -0.045 0.023
C -0.053 0.096 0.049
C 0.276 0.027 -0.060
C 0.032 0.057 -0.082
H 0.111 -0.047 -0.024
H -0.034 0.023 0.035
H 0.028 0.026 -0.018
H -0.072 -0.052 0.014
H 0.010 -0.016 0.043
H 0.038 0.007 -0.022
H 0.010 0.026 -0.010
H -0.012 -0.018 0.003
H 0.037 0.016 -0.002
H -0.004 0.015 -0.018
H -0.003 0.022 -0.018
H 0.038 -0.013 0.033
H -0.034 0.312 0.101
C -0.007 0.064 -0.044
Ge -0.044 -0.021 0.211
C 0.010 0.004 -0.060
C -0.023 -0.054 0.064
C 0.043 0.001 0.002
C 0.025 -0.049 0.118
C 0.034 0.052 0.052
C 0.049 0.021 -0.106
C -0.034 0.051 -0.004
C 0.041 -0.004 -0.023
C 0.022 -0.001 -0.022
C 0.001 -0.019 0.021
C 0.020 -0.008 -0.033
C -0.061 0.065 -0.006
C 0.005 -0.058 -0.041
C 0.065 0.033 0.024
C 0.011 -0.025 -0.012
C -0.007 0.009 -0.006
C 0.003 0.044 -0.031
C -0.064 0.068 0.052
H -0.015 -0.070 0.014
H 0.012 0.012 0.015
H 0.012 0.019 0.013
H 0.030 -0.007 -0.028
H -0.009 -0.015 -0.026
H -0.015 -0.059 0.064
H -0.030 -0.009 0.016
H -0.014 0.006 -0.012
H 0.015 0.021 -0.015
H -0.001 0.003 0.023
H 0.007 -0.011 0.027
H -0.027 -0.007 -0.019
H -0.016 0.019 0.013
H -0.005 -0.015 0.012
H 0.017 -0.010 -0.004
H 0.056 -0.005 -0.046



Entry 3:
The following is a DFT calculation (wB97M-V/def2-TZVPD) of a cluster of 2 separate species, C4H12 in total.

Values from the calculation:
SMILES ... CC.CC
Charge ... 0
HOMO-LUMO gap ... 12.460 eV

CARTESIAN COORDINATES (ANGSTROEM)
C: 1.207539 -0.768063 -0.628695
C: 1.307752 -2.213415 -1.276594
H: 0.243573 -0.437646 -0.241644
H: 2.026262 -0.569587 0.096389
H: 1.364407 -0.129903 -1.459404
H: 2.226657 -2.264260 -1.985197
H: 0.490361 -2.387060 -2.040451
H: 1.370126 -3.018424 -0.462394
C: -1.722192 1.092998 0.434249
C: -0.822790 1.790636 1.455429
H: -2.663482 1.720622 0.362207
H: -1.165443 1.100887 -0.550651
H: -2.045440 0.190613 0.904062
H: -0.018792 1.159286 1.938412
H: -1.475099 1.958411 2.336214
H: -0.323437 2.774904 1.118068

Forces on the atoms, in the same order (eV/Å):
C 0.660 -1.229 -0.388
C 0.531 0.041 -0.270
H 0.089 -0.724 0.306
H -0.643 -0.266 -0.349
H 0.358 1.064 -0.768
H -1.121 0.049 1.644
H 0.455 0.022 1.349
H -0.215 0.947 -1.522
C 0.300 2.480 -0.570
C 0.836 0.741 1.473
H 1.073 -0.632 -0.362
H -1.176 -0.771 0.947
H 0.045 -1.142 -0.528
H -0.588 0.379 -1.097
H 0.406 0.577 -0.334
H -1.009 -1.536 0.469



Entry 4:
The following is a DFT calculation (wB97M-V/def2-TZVPD) of a structure of composition C8H18I2NO2P2Pt.

Values from the calculation:
Charge ... +3
HOMO-LUMO gap (alpha / beta) ... 8.060 / 3.174 eV
2S+1 ... 5

CARTESIAN COORDINATES (ANGSTROEM)
I: -0.009185 -2.462143 -4.311989
I: -0.013117 2.514603 -3.830346
Pt: -0.004882 -0.033480 -0.086707
P: -2.253025 0.002798 -0.015581
C: -3.196574 -0.052214 -1.533311
C: -2.751642 -1.409337 1.089966
H: -3.828488 -1.263859 1.149054
H: -3.817129 1.387794 1.086157
H: -2.282524 -1.432835 2.077191
H: -2.253495 1.600683 1.960428
H: -2.972879 -0.960618 -2.136817
H: -2.447026 -2.276746 0.534220
C: -2.735775 1.505631 0.978601
H: -4.281892 -0.038216 -1.313971
H: -2.455478 2.352551 0.380703
H: -2.963224 0.789208 -2.225619
P: 2.253583 -0.009688 -0.002529
C: 3.204045 -0.068553 -1.525329
C: 2.742422 1.490320 0.991343
H: 2.268013 -1.448837 2.084124
H: 3.818763 -1.288841 1.158241
H: 2.430443 -2.292325 0.538119
C: 2.740685 -1.428659 1.098625
H: 2.258163 1.587175 1.970830
H: 3.822220 1.363039 1.099521
H: 4.288190 -0.060687 -1.298913
H: 2.974871 0.776693 -2.215384
H: 2.468247 2.337481 0.390809
H: 2.974852 -0.976730 -2.128617
C: 0.010169 -0.209973 -1.790049
O: 0.024135 -0.260528 -2.926079
O: -0.001112 0.020882 4.093674
C: -0.002725 0.071063 2.910520
N: -0.008628 0.174349 1.749116

Forces on the atoms, in the same order (eV/Å):
I -0.011 -0.845 -0.878
I -0.008 0.448 -0.133
Pt 0.131 0.074 2.302
P -2.606 0.413 2.692
C -0.142 -0.086 -1.285
C 0.342 1.043 -1.135
H -0.175 -0.537 0.184
H -0.005 0.422 0.030
H -0.096 0.342 -0.254
H -0.116 -0.406 -0.374
H -0.197 0.311 0.655
H -0.373 -0.828 -0.008
C 0.170 -1.020 -0.754
H 0.495 0.000 -0.013
H -0.266 0.705 -0.184
H -0.134 -0.234 0.736
P 2.524 0.379 2.542
C 0.043 -0.082 -1.149
C -0.184 -1.041 -0.786
H 0.109 0.325 -0.246
H 0.155 -0.548 0.195
H 0.378 -0.799 0.017
C -0.342 1.049 -1.155
H 0.107 -0.393 -0.341
H 0.023 0.435 0.043
H -0.504 0.003 -0.032
H 0.148 -0.261 0.743
H 0.274 0.703 -0.177
H 0.212 0.339 0.665
C 0.011 0.045 -4.543
O 0.030 -0.295 -0.788
O 0.008 -0.021 -2.337
C -0.003 -0.183 6.984
N 0.001 0.543 -1.216



Sequential molar mass output: 193.1, 916.6, 60.1, 671.1 g mol⁻¹
Sequential relative energy (zero: lowest compared OMol25 entry of this formula, charge and spin) output: 0.0, 36.2, 83.7, 129.6 kJ/mol